A molecular structure, C29H26F3NO6PPdS2Sb. Source: OMol25; level of theory: ωB97M-V with the def2-TZVPD basis set.

Last column: Löwdin charge in e.
Cartesian coordinates (Å):
Pd  0.43889  -0.30555  -1.50725  0.354
O  -0.21297  1.72961  -0.58141  -0.163
C  -0.12935  2.87303  -1.02384  -0.207
C  0.82197  3.40004  -1.95660  -0.113
C  0.61813  4.71953  -2.36343  0.033
C  1.45355  5.31792  -3.27311  -0.179
C  2.54616  4.59954  -3.82057  -0.014
C  2.78120  3.32179  -3.43664  -0.002
C  1.95638  2.63495  -2.45704  -0.371
O  2.22586  1.47853  -2.08643  -0.047
N  1.21742  6.67814  -3.67371  -0.377
O  0.27890  7.28604  -3.17435  0.031
O  1.99080  7.18798  -4.47517  0.032
H  -0.87309  3.61372  -0.67244  0.125
H  -0.21471  5.28456  -1.96322  0.121
H  3.17965  5.09392  -4.54347  0.110
H  3.61090  2.75834  -3.84351  0.109
C  -3.46743  -3.92866  -5.40799  -0.080
C  -3.19002  -2.85827  -4.37814  -0.319
O  -1.86732  -3.07002  -3.87179  -0.357
P  -1.30283  -2.08482  -2.72577  -0.182
S  0.56425  -2.63253  -2.34566  0.334
S  -1.51337  -0.17763  -3.18646  0.287
O  -2.29739  -2.39287  -1.48863  -0.362
C  -2.02771  -3.41922  -0.53021  -0.322
C  -2.31238  -4.80304  -1.07798  -0.082
H  -4.46386  -3.79097  -5.83130  0.073
H  -3.41385  -4.91991  -4.95660  0.073
H  -2.73550  -3.87715  -6.21389  0.077
H  -3.90519  -2.90796  -3.55254  0.111
H  -3.24523  -1.85894  -4.81635  0.089
H  -2.67415  -3.18905  0.31809  0.114
H  -0.98552  -3.33926  -0.21297  0.056
H  -3.34092  -4.87087  -1.43695  0.076
H  -2.16806  -5.55018  -0.29465  0.074
H  -1.63804  -5.03184  -1.90333  0.065
F  1.52856  5.32148  4.00672  0.046
C  1.04363  4.15254  3.53034  -0.286
C  1.81034  3.01289  3.66116  -0.009
C  1.30245  1.81695  3.17184  -0.111
C  0.05440  1.76049  2.55971  -0.387
C  -0.68266  2.93607  2.44396  -0.144
C  -0.19790  4.14349  2.92927  -0.015
Sb  -0.79714  -0.05223  1.79394  1.525
C  1.02809  -0.92265  1.08422  -0.431
C  2.01520  -0.18047  0.42309  -0.200
C  3.14695  -0.80659  -0.10627  -0.011
C  3.28310  -2.16382  0.06292  -0.297
F  4.37497  -2.78300  -0.43939  0.049
C  2.34095  -2.92944  0.72759  -0.034
C  1.21397  -2.30205  1.22557  -0.172
C  -0.71645  -1.07046  3.70943  -0.389
C  0.46458  -1.42711  4.35973  -0.122
C  0.45015  -2.02650  5.61153  -0.013
C  -0.77035  -2.26770  6.20986  -0.291
F  -0.79385  -2.85339  7.43044  0.041
C  -1.96468  -1.93801  5.60716  -0.024
C  -1.92241  -1.33989  4.35271  -0.143
H  2.78287  3.07060  4.13149  0.116
H  1.90458  0.92031  3.26335  0.092
H  -1.64838  2.91973  1.95047  0.095
H  -0.75803  5.06462  2.83922  0.116
H  1.93797  0.89512  0.33823  0.088
H  3.88353  -0.23642  -0.65493  0.122
H  2.48822  -3.99696  0.82197  0.119
H  0.46707  -2.90117  1.73522  0.098
H  1.42096  -1.24767  3.88262  0.091
H  1.36271  -2.30620  6.12128  0.115
H  -2.89878  -2.14962  6.11027  0.113
H  -2.85979  -1.08187  3.87055  0.085

Cartesian forces (eV/Å) of the 6 atoms listed first:
-0.1 0.1 -0.1
0.0 0.0 0.1
0.0 0.0 0.0
0.0 0.0 0.0
0.0 0.0 0.0
0.0 0.0 0.0

Multiplicity: 2
Net charge: -1
Frontier orbital gap (spin up / spin down), eV: 7.0041 / 7.6401
Expectation value of S²: 0.755
Largest force on an atom, Eh/bohr: 0.006

3 unconnected molecules or ions with the total composition CH9N5. Source: OMol25; level of theory: ωB97M-V with the def2-TZVPD basis set.

Last column: Löwdin charge in e.
Cartesian coordinates (Å):
C  -2.59658  5.18778  -3.73362  0.201
N  -2.69170  6.01000  -2.79163  -0.067
N  4.11054  -7.99529  2.53697  0.253
N  2.03788  -6.54566  3.66474  0.205
N  -1.74585  6.56043  -2.04798  0.155
N  3.79962  -7.67320  3.61928  0.129
H  -1.60812  4.99600  -3.94265  0.111
H  -3.49476  5.00377  -4.19819  0.111
H  -3.59532  6.45376  -2.63426  0.203
H  3.53097  -7.84093  1.78118  0.106
H  1.41154  -7.30005  3.89614  0.034
H  2.16990  -5.92670  4.47587  0.054
H  -2.19881  6.81706  -1.18035  0.149
H  -0.99128  5.89383  -2.08310  0.137
H  4.29551  -7.68441  4.58009  0.218

Cartesian forces (eV/Å) of the 6 atoms listed first:
0.3 1.2 1.0
-2.9 1.2 -0.1
3.6 -1.3 2.9
2.6 -0.6 -0.8
0.5 0.0 0.1
-3.3 2.6 1.4

Net charge: +2
Frontier orbital gap (spin up / spin down), eV: 9.3330 / 8.7357
Largest force on an atom, Eh/bohr: 0.093

A molecular structure, C28H23N11O2STi. Source: OMol25; level of theory: ωB97M-V with the def2-TZVPD basis set.

Last column: Löwdin charge in e.
Cartesian coordinates (Å):
Ti  -1.40972  -1.10461  0.76736  0.851
N  2.45962  -0.98869  2.28557  0.102
C  1.10849  -0.93050  2.23110  -0.835
S  0.43078  0.36150  1.23086  0.641
N  0.44572  -1.83814  2.88569  0.010
N  -0.92168  -1.77824  2.66464  -0.158
C  -1.69798  -2.19799  3.59961  -0.031
C  -3.13609  -2.16502  3.50753  -0.140
C  -3.88315  -2.70998  4.56233  -0.028
C  -5.25936  -2.68099  4.54924  -0.071
C  -5.91955  -2.09127  3.47378  -0.055
C  -5.21135  -1.53918  2.42366  -0.002
C  -3.81865  -1.57144  2.42607  -0.296
O  -3.15641  -1.02632  1.39402  -0.205
H  3.00443  -0.20317  1.97684  0.079
H  2.86977  -1.62735  2.94812  0.112
H  -1.23959  -2.57505  4.51131  0.143
H  -3.35779  -3.15702  5.39740  0.119
H  -5.82238  -3.10715  5.36725  0.110
H  -7.00097  -2.05963  3.45801  0.113
H  -5.71637  -1.07451  1.58798  0.122
C  2.79793  -2.98527  -1.98259  -0.049
N  1.53880  -3.13984  -1.25077  -0.083
C  0.48323  -2.34360  -1.25452  -0.139
N  -0.34941  -2.70205  -0.27951  -0.015
C  0.29054  -3.76324  0.30506  -0.166
N  1.42760  -4.05439  -0.26160  0.157
C  3.64799  -1.90529  -1.35757  -0.195
C  4.81406  -2.21926  -0.67533  -0.018
C  5.56871  -1.21440  -0.07900  -0.047
C  5.15675  0.10463  -0.14708  -0.011
C  3.98041  0.42258  -0.82620  -0.143
C  3.24024  -0.57996  -1.43609  0.017
C  3.52001  1.80692  -0.88225  -0.302
N  4.10229  2.86577  -0.44090  0.134
N  3.24191  3.92129  -0.69244  0.135
C  2.20572  3.41960  -1.26729  -0.286
O  2.31303  2.07623  -1.43976  0.103
C  0.96888  4.08476  -1.66640  -0.125
C  0.85907  5.46789  -1.56927  0.000
C  -0.34811  6.07422  -1.87448  -0.043
C  -1.44529  5.30923  -2.24466  -0.025
C  -1.33862  3.92686  -2.34447  -0.191
C  -2.56220  3.11796  -2.72560  -0.050
N  -2.44318  1.72314  -2.31458  -0.113
C  -2.15626  1.24890  -1.10803  -0.137
N  -1.93969  -0.05817  -1.18398  -0.009
C  -2.13541  -0.33311  -2.50622  -0.179
N  -2.41749  0.72413  -3.22065  0.145
C  -0.11967  3.32210  -2.07606  0.024
H  2.55374  -2.76297  -3.02133  0.140
H  3.28789  -3.95447  -1.94059  0.132
H  0.34604  -1.51817  -1.93205  0.127
H  -0.10262  -4.30201  1.15020  0.128
H  5.13652  -3.25074  -0.60678  0.121
H  6.48181  -1.46639  0.44286  0.115
H  5.73216  0.89623  0.31389  0.123
H  2.34290  -0.30760  -1.97740  0.116
H  1.71093  6.04879  -1.24406  0.123
H  -0.44287  7.14883  -1.80144  0.115
H  -2.39293  5.79350  -2.44817  0.121
H  -2.71884  3.09136  -3.80284  0.140
H  -3.45444  3.54348  -2.26601  0.137
H  -2.08236  1.85804  -0.22082  0.154
H  -2.06634  -1.32067  -2.93157  0.123
H  -0.00122  2.24993  -2.15998  0.118

Cartesian forces (eV/Å) of the 6 atoms listed first:
-0.6 0.2 -0.5
-0.1 0.0 0.0
0.3 -0.1 0.1
-0.2 -0.1 -0.1
0.0 0.0 0.1
0.0 -0.1 0.0

Multiplicity: 2
Net charge: +1
Frontier orbital gap (spin up / spin down), eV: 8.0920 / 8.1207
Expectation value of S²: 0.756
Largest force on an atom, Eh/bohr: 0.016

Values for energy above the lowest of the compared OMol25 structures with the same formula, charge and spin, kJ/mol, ordered as above
29.8 642.0 9.2